[1]
Formula: C6H11NO3
Source: OMol25
Level of theory: ωB97M-V with the def2-TZVPD basis set

```
21
C6H11NO3 | OMol25 | ωB97M-V with the def2-TZVPD basis set
C -0.58602 2.41413 -1.01307
C -0.68066 1.15030 -1.56485
O -0.47616 0.56179 -2.59488
N -0.58220 0.21590 -0.16582
C -1.91565 -0.17847 0.30062
C 0.37242 -0.90638 -0.34302
O 1.53780 -0.47455 -0.97217
C 0.72432 -1.45646 1.05145
C 2.01062 -0.97399 1.65260
O -0.02177 -2.23742 1.59304
H -0.43840 3.24187 -1.69563
H -1.23647 2.68619 -0.19204
H -0.11705 1.27922 0.17460
H -2.51370 0.71858 0.44866
H -2.39359 -0.80881 -0.45276
H -1.85746 -0.72860 1.23878
H -0.14186 -1.68772 -0.91919
H 1.31214 -0.24945 -1.88888
H 2.09559 -1.33045 2.67625
H 2.84340 -1.35026 1.05666
H 2.06470 0.11460 1.60962
```

The calculation puts the molar mass at 145.158 g/mol. As for the SMILES: C=C([O-])[N@@H+](C)[C@@H](O)C(C)=O. The value obtained for the relative energy (zero: lowest compared OMol25 entry of this formula, charge and spin) is 3.999 eV. The multiplicity is 1. The calculation puts the HOMO energy at -8.4774 eV. For the LUMO energy, the calculation gives 0.6899 eV. For the orbital gap, the calculation gives 9.17 eV.

Here are the Löwdin charges for atoms 1 to 5, given in e: number 1, C, carries -0.03; number 2, C, carries -0.48; number 3, O, carries 0.05; number 4, N, carries -0.10; number 5, C, carries -0.03


[2]
Formula: C24H33KN3O6
Source: OMol25
Level of theory: ωB97M-V with the def2-TZVPD basis set

```
67
C24H33KN3O6 | OMol25 | ωB97M-V with the def2-TZVPD basis set
K -0.09834 -0.37759 -0.06879
C 2.12361 -1.54085 2.57467
C 3.12755 -0.81444 1.71931
O 2.69405 -0.85551 0.37193
C 3.56090 -0.13448 -0.48556
C 3.04300 -0.22661 -1.89339
O 1.78260 0.42468 -1.94324
C 1.26950 0.58564 -3.25510
C 0.22222 1.66390 -3.21738
O -0.84861 1.23877 -2.39001
C -1.76100 2.29021 -2.12223
C -2.91093 1.75065 -1.31959
O -2.41395 1.27137 -0.08354
C -3.43020 0.78303 0.77898
C -2.87736 0.70477 2.17603
O -1.81633 -0.23283 2.20814
C -1.18517 -0.26958 3.47685
C -0.06648 -1.27201 3.44787
O 0.89101 -0.84472 2.49635
H 2.48307 -1.56217 3.60942
H 2.00403 -2.57475 2.22953
H 4.10987 -1.29094 1.81763
H 3.21338 0.22592 2.05464
H 4.57446 -0.54922 -0.43735
H 3.60452 0.91674 -0.17645
H 2.94970 -1.27570 -2.19809
H 3.75339 0.26887 -2.56487
H 0.84243 -0.35686 -3.61825
H 2.06592 0.89382 -3.94149
H -0.13819 1.86536 -4.23269
H 0.66283 2.58333 -2.81508
H -2.14214 2.71536 -3.05796
H -1.25694 3.08753 -1.56309
H -3.41588 0.94646 -1.86932
H -3.63561 2.55606 -1.15310
H -3.77117 -0.20394 0.44368
H -4.28978 1.46229 0.77667
H -3.67424 0.39982 2.86436
H -2.51290 1.69223 2.48258
H -1.90637 -0.55171 4.25283
H -0.78449 0.72117 3.72230
H -0.44729 -2.26712 3.18892
H 0.38333 -1.32166 4.44584
N -2.57870 -6.29566 -4.82268
C -3.27408 -6.68184 -5.95016
C -3.48773 -7.92206 -6.54547
C -4.25228 -7.92832 -7.69319
C -4.78598 -6.74418 -8.23294
C -4.57020 -5.52114 -7.63708
C -3.80115 -5.49394 -6.47219
N -3.43978 -4.42262 -5.67539
C -2.72468 -4.93715 -4.71473
C -2.14084 -4.14152 -3.62986
C -2.49466 -2.80016 -3.51276
C -1.94484 -2.05310 -2.49097
N -1.08557 -2.54068 -1.58903
C -0.74612 -3.82305 -1.71333
C -1.23925 -4.65518 -2.70465
H -2.11771 -6.90562 -4.17242
H -3.07897 -8.83574 -6.13490
H -4.44724 -8.86776 -8.19280
H -5.37874 -6.80232 -9.13577
H -4.97841 -4.60726 -8.04649
H -3.18708 -2.36670 -4.22009
H -2.19230 -1.00182 -2.39405
H -0.04376 -4.20957 -0.98341
H -0.90113 -5.68211 -2.74299
```

The charge is +1. The calculation puts the molar mass at 498.641 g/mol. The value obtained for the relative energy (zero: lowest compared OMol25 entry of this formula, charge and spin) is 0.000 eV. The multiplicity is 1. The calculation puts the HOMO energy at -10.2930 eV. For the LUMO energy, the calculation gives -2.1307 eV. For the orbital gap, the calculation gives 8.16 eV.

Here are the Löwdin charges for atoms 1 to 5, given in e: number 1, K, carries 0.85; number 2, C, carries -0.18; number 3, C, carries -0.18; number 4, O, carries -0.18; number 5, C, carries -0.18


[3]
Formula: C4H9NO2
Source: OMol25
Level of theory: ωB97M-V with the def2-TZVPD basis set

```
16
C4H9NO2 | OMol25 | ωB97M-V with the def2-TZVPD basis set
O 1.95734 -1.80047 -1.98856
C 1.39348 -1.23556 -1.08350
N 0.02365 -1.21513 -0.93091
C -0.57872 -0.45991 0.13993
C -0.12477 1.01125 0.16975
C -1.04434 1.86901 1.01769
O -1.17581 1.28164 2.30549
H 1.89383 -0.70778 -0.30257
H -0.37400 -2.05017 -1.33686
H -1.63745 -0.38984 0.00043
H -0.54069 -0.90010 1.10602
H -0.02381 1.47534 -0.80931
H 0.86400 1.05191 0.64431
H -0.56726 2.83507 1.07735
H -2.04150 2.01056 0.58833
H -1.57757 1.92087 2.91068
```

The calculation puts the molar mass at 103.121 g/mol. As for the SMILES: O=CNCCCO. The value obtained for the relative energy (zero: lowest compared OMol25 entry of this formula, charge and spin) is 1.444 eV. The multiplicity is 1. The calculation puts the HOMO energy at -9.6214 eV. For the LUMO energy, the calculation gives 0.6974 eV. For the orbital gap, the calculation gives 10.32 eV.

Here are the Löwdin charges for atoms 1 to 5, given in e: number 1, O, carries 0.03; number 2, C, carries -0.36; number 3, N, carries 0.03; number 4, C, carries -0.20; number 5, C, carries -0.17